{
  "formula": "C22H23F2N3O6S",
  "method": "wB97M-V/def2-TZVPD",
  "e_tot_ev": -56214.5812,
  "multiplicity": 1,
  "homo_ha": -0.339,
  "lumo_ev": 0.0,
  "smiles": "O=C(COC(=O)c1cccc(NS(=O)(=O)c2ccc(F)c(F)c2)c1)NC(=O)NC1CCCCC1",
  "elements": ["O", "C", "N", "C", "O", "N", "H", "C", "C", "C", "C", "C", "C", "H", "H", "H", "H", "H", "H", "H", "H", "H", "H", "H", "H", "C", "H", "H", "O", "C", "O", "C", "C", "C", "C", "C", "C", "H", "H", "H", "N", "S", "O", "O", "C", "C", "C", "C", "C", "C", "H", "F", "F", "H", "H", "H", "H"],
  "positions_angstrom": [[-3.8280, -1.3742, -2.2804], [-2.9684, -1.7467, -1.5097], [-2.9653, -1.5178, -0.1779], [-3.8889, -0.7748, 0.6170], [-3.6764, -0.6855, 1.8034], [-4.9103, -0.2538, -0.0618], [-4.9517, -0.4115, -1.0637], [-5.9444, 0.5491, 0.5584], [-7.3129, -0.1028, 0.3546], [-8.4059, 0.7461, 0.9972], [-8.3998, 2.1562, 0.4154], [-7.0350, 2.8071, 0.6169], [-5.9391, 1.9627, -0.0264], [-4.9629, 2.4219, 0.1394], [-6.1067, 1.9021, -1.1045], [-7.0305, 3.8082, 0.1819], [-6.8342, 2.9050, 1.6859], [-9.1732, 2.7590, 0.8949], [-8.6256, 2.1094, -0.6523], [-9.3786, 0.2785, 0.8335], [-8.2355, 0.7979, 2.0746], [-7.3083, -1.1039, 0.7897], [-7.5047, -0.1995, -0.7168], [-5.7076, 0.5891, 1.6267], [-2.2023, -1.9052, 0.3659], [-1.7725, -2.5581, -2.0114], [-1.3271, -2.0135, -2.8522], [-2.1326, -3.5296, -2.3602], [-0.7965, -2.8040, -1.0156], [0.2478, -1.9475, -0.9595], [0.3749, -1.0176, -1.7150], [1.1922, -2.2838, 0.1284], [2.3617, -1.5351, 0.2010], [3.2928, -1.7832, 1.1997], [3.0313, -2.7854, 2.1346], [1.8629, -3.5227, 2.0618], [0.9371, -3.2851, 1.0619], [0.0307, -3.8653, 1.0022], [1.6768, -4.2945, 2.7930], [3.7485, -2.9820, 2.9180], [4.4437, -1.0132, 1.2768], [5.1914, -0.3382, -0.0730], [5.0427, -1.1884, -1.2114], [6.5013, 0.0047, 0.3847], [4.2402, 1.1597, -0.3219], [3.5578, 1.3580, -1.5068], [2.8134, 2.5129, -1.6796], [2.7717, 3.4518, -0.6620], [3.4749, 3.2457, 0.5238], [4.2162, 2.0903, 0.6978], [4.7708, 1.9248, 1.6064], [3.4328, 4.1614, 1.4987], [2.0531, 4.5683, -0.8231], [2.2607, 2.6955, -2.5869], [3.6136, 0.6066, -2.2783], [5.1006, -1.2605, 2.0006], [2.5332, -0.7713, -0.5369]],
  "atomic_forces_ev_per_a": [[-0.08, -0.03, -0.35], [0.37, -0.18, 0.03], [0.20, -0.01, 0.52], [0.21, -0.24, -0.40], [0.08, 0.05, 0.49], [-0.32, 0.15, -0.36], [0.14, -0.08, 0.11], [-0.06, 0.03, -0.06], [0.07, 0.08, 0.41], [-0.08, -0.01, -0.34], [0.03, 0.04, 0.34], [-0.08, -0.01, -0.34], [0.02, 0.01, 0.42], [0.05, -0.04, -0.07], [0.03, 0.00, -0.10], [0.03, 0.05, 0.08], [0.02, 0.07, 0.07], [-0.06, 0.02, -0.07], [-0.06, 0.02, -0.07], [-0.02, -0.02, 0.09], [-0.04, -0.02, 0.09], [0.04, -0.05, -0.07], [0.00, -0.05, -0.09], [-0.06, 0.02, -0.12], [-0.21, 0.12, -0.08], [-0.17, 0.20, -0.61], [-0.19, -0.12, 0.18], [0.03, 0.14, 0.09], [-0.03, -0.26, 0.25], [0.06, 0.37, -0.31], [-0.03, -0.16, 0.11], [0.31, -0.08, 0.32], [-0.25, -0.20, 0.01], [-0.83, -0.36, -0.22], [0.11, 0.19, -0.11], [0.02, 0.03, 0.02], [-0.05, 0.11, -0.18], [-0.06, -0.05, 0.00], [-0.01, -0.05, 0.06], [0.09, -0.04, 0.10], [0.80, 0.46, -0.41], [-0.08, 0.01, 0.42], [-0.34, 0.15, -0.02], [-0.02, 0.15, 0.27], [0.26, -0.53, -0.07], [0.06, -0.10, -0.07], [0.05, 0.16, 0.26], [0.04, -0.10, -0.08], [0.10, -0.22, -0.02], [-0.16, 0.38, 0.04], [0.02, 0.08, 0.19], [-0.06, -0.03, -0.18], [0.13, -0.12, 0.14], [-0.06, 0.04, -0.07], [-0.06, -0.06, -0.11], [0.23, 0.10, -0.05], [-0.12, 0.03, -0.07]]
}